(1)
{"formula": "C7H13N", "method": "ωB97M-V/def2-TZVPD", "de_lowest_kcal_mol": 190.1, "orbital_gap_ha": 0.3171, "homo_ha": -0.279, "lumo_ha": 0.038, "elements": ["C", "C", "C", "C", "C", "C", "C", "H", "H", "H", "H", "H", "H", "H", "H", "H", "H", "H", "H", "H", "N"], "xyz": [[-2.175, -0.917, 0.631], [-0.936, -0.705, -0.363], [0.321, -1.637, -0.293], [1.340, -0.596, -0.488], [2.501, 0.169, 0.451], [0.900, 0.622, 0.452], [-1.022, 2.000, -0.278], [-1.675, -1.184, 1.683], [-2.652, 0.447, 0.787], [-3.020, -1.608, 0.268], [-1.194, -0.794, -1.534], [0.353, -2.290, 0.583], [0.328, -2.270, -1.317], [1.457, -0.022, -1.391], [3.268, 0.755, -0.069], [2.679, 0.219, 1.514], [0.498, 0.502, 1.413], [-1.417, 2.244, 0.841], [-0.392, 2.861, -0.542], [-1.850, 2.244, -0.972], [-0.279, 0.756, -0.277]], "forces_ev_per_angstrom": [[0.9, 3.4, 0.9], [-1.2, 1.5, -2.7], [-0.8, -1.1, -2.9], [4.4, 2.1, 5.4], [-3.0, 1.2, -2.5], [1.0, -1.8, -1.1], [-0.8, 1.1, 2.6], [-1.6, 0.4, -2.2], [1.1, -4.6, -0.4], [1.5, 1.2, 0.7], [-0.4, 0.4, 2.7], [0.3, 0.3, -0.1], [-0.2, 0.8, 2.6], [-0.2, -0.9, -0.6], [-0.3, -0.5, -0.3], [0.0, -1.1, 0.1], [0.8, -1.0, 2.3], [0.5, -0.2, -2.2], [0.6, -0.5, 0.4], [0.0, -1.4, 0.2], [-2.6, 0.9, -3.0]]}

(2)
{"formula": "C7H13N", "method": "ωB97M-V/def2-TZVPD", "de_lowest_kcal_mol": 84.3, "smiles": "CC(C)=CN=C(C)C", "orbital_gap_ha": 0.3155, "homo_ha": -0.286, "lumo_ha": 0.030, "elements": ["C", "C", "C", "C", "C", "C", "C", "N", "H", "H", "H", "H", "H", "H", "H", "H", "H", "H", "H", "H", "H"], "xyz": [[-0.687, -0.101, -0.023], [-1.905, 0.569, -0.142], [2.000, -0.517, 0.016], [-3.199, -0.141, -0.096], [-1.857, 2.104, -0.131], [2.291, -1.628, 1.095], [3.190, 0.211, -0.681], [0.841, 0.079, -0.210], [-0.729, -1.172, 0.033], [-3.218, -1.228, 0.234], [-3.609, -0.253, -1.188], [-3.924, 0.550, 0.358], [-2.592, 2.399, 0.722], [-2.282, 2.503, -1.137], [-0.913, 2.598, 0.039], [2.066, -2.672, 0.769], [1.554, -1.311, 1.883], [3.302, -1.421, 1.284], [3.637, 0.837, 0.231], [2.621, 0.943, -1.272], [3.837, -0.423, -1.275]], "forces_ev_per_angstrom": [[1.4, -1.9, -0.1], [5.6, 0.6, 0.8], [-3.4, 0.7, -0.1], [-1.3, -0.9, -2.4], [-3.2, 0.1, -0.5], [-2.9, 1.4, -1.4], [-1.7, 1.3, 2.6], [-0.4, 1.0, -0.5], [-0.9, -0.6, 0.1], [0.2, 1.7, 0.2], [0.7, 0.4, 1.6], [0.0, -0.8, 0.4], [1.2, 0.0, -1.5], [0.5, -0.5, 1.7], [0.4, -0.4, 0.1], [0.4, 0.9, 0.1], [1.2, -0.7, -0.2], [1.4, -0.5, 1.1], [-0.1, -1.5, -2.2], [0.8, -0.2, -0.2], [0.4, 0.0, 0.3]]}

(3)
{"formula": "C7H13N", "method": "ωB97M-V/def2-TZVPD", "de_lowest_kcal_mol": 113.4, "orbital_gap_ha": [0.3222, 0.2615], "homo_ha": [-0.306, -0.269], "lumo_ha": [0.016, -0.008], "elements": ["C", "C", "C", "N", "C", "C", "C", "C", "H", "H", "H", "H", "H", "H", "H", "H", "H", "H", "H", "H", "H"], "xyz": [[0.230, 2.170, 0.933], [0.977, -1.879, 0.275], [-1.749, -0.866, 0.663], [-0.122, 0.830, 1.226], [-0.713, 0.155, 0.177], [0.726, -0.587, -0.450], [-1.005, 0.671, -1.140], [1.634, -0.082, -1.284], [-0.608, 2.744, 0.475], [1.042, 2.230, 0.181], [0.582, 2.679, 1.828], [0.238, -2.641, 0.020], [-2.687, -0.337, 0.841], [-1.937, -1.645, -0.077], [1.953, -2.270, -0.015], [0.980, -1.719, 1.353], [-1.406, -1.333, 1.581], [1.495, 0.806, -1.878], [-1.535, 0.029, -1.831], [-0.669, 1.647, -1.461], [2.575, -0.601, -1.417]], "forces_ev_per_angstrom": [[0.2, 0.6, -0.4], [0.2, -0.1, -0.1], [0.5, -0.1, -0.2], [-0.4, 0.3, 0.3], [1.1, -1.3, -1.0], [-0.1, -0.3, 0.9], [-0.9, 0.9, -0.1], [-0.4, 0.1, 0.1], [0.2, -0.2, 0.3], [-0.1, -0.1, 0.1], [0.0, 0.0, 0.0], [0.0, 0.1, 0.1], [0.1, 0.0, 0.1], [0.0, 0.1, -0.1], [0.0, 0.0, 0.0], [-0.1, 0.0, 0.0], [-0.1, 0.0, 0.1], [0.0, 0.1, 0.1], [0.1, 0.1, 0.0], [0.1, -0.2, -0.1], [0.0, -0.1, 0.0]]}

(4)
{"formula": "C7H13N2", "method": "ωB97M-V/def2-TZVPD", "de_lowest_kcal_mol": 115.1, "smiles": "C=[NH+]/N=C\\CCC(=C)C", "orbital_gap_ha": 0.3011, "homo_ha": -0.476, "lumo_ha": -0.175, "total_charge": 1, "elements": ["C", "C", "C", "C", "C", "C", "C", "N", "N", "H", "H", "H", "H", "H", "H", "H", "H", "H", "H", "H", "H", "H"], "xyz": [[0.708, -0.568, 0.922], [3.758, 0.201, -0.249], [0.224, -1.371, -0.230], [-0.719, -0.408, -1.060], [-1.652, 0.409, -0.112], [-2.667, -0.344, 0.757], [-1.670, 1.742, -0.207], [1.687, 0.162, 0.929], [2.530, 0.566, 0.045], [0.048, -0.490, 1.851], [4.175, -0.718, 0.258], [4.319, 0.710, -1.056], [1.036, -1.611, -0.927], [-0.467, -2.212, 0.269], [-0.073, 0.424, -1.530], [-1.375, -0.980, -1.649], [-3.419, -0.778, 0.222], [-3.188, 0.458, 1.303], [-2.137, -1.112, 1.274], [2.117, 1.425, -0.378], [-2.348, 2.354, 0.397], [-0.886, 2.141, -0.830]], "forces_ev_per_angstrom": [[-3.2, -1.7, 0.2], [-1.0, -1.0, 0.6], [-2.2, -0.5, 0.5], [1.0, 2.5, 2.8], [-0.8, -0.4, -0.8], [2.0, 2.9, 0.0], [0.4, -1.0, 0.7], [1.8, 1.7, 3.8], [2.1, 1.0, -3.4], [1.1, -0.4, -1.1], [-0.6, 1.3, -0.6], [-0.6, 0.0, 0.9], [-0.3, -0.9, 0.5], [2.0, 1.3, -1.7], [-1.0, -1.8, -0.1], [-0.3, -0.6, -1.5], [-1.8, -1.5, -1.9], [0.4, -0.8, 0.7], [-0.1, -0.4, 1.2], [0.9, -0.6, -0.2], [0.4, -0.1, -0.4], [-0.3, 0.8, -0.2]]}

(5)
{"formula": "C7H13N2", "method": "ωB97M-V/def2-TZVPD", "de_lowest_kcal_mol": 83.3, "smiles": "C=[N+]1N=CCCC1(C)C", "orbital_gap_ha": 0.3399, "homo_ha": -0.530, "lumo_ha": -0.190, "total_charge": 1, "elements": ["C", "C", "C", "C", "C", "C", "C", "N", "N", "H", "H", "H", "H", "H", "H", "H", "H", "H", "H", "H", "H", "H"], "xyz": [[-0.263, -1.962, -1.210], [-2.042, -0.371, 1.270], [1.094, -1.405, -1.153], [1.235, -0.391, 0.062], [0.044, 0.522, 0.200], [-0.204, 1.492, -1.000], [0.346, 1.375, 1.388], [-1.147, -1.518, -0.408], [-1.105, -0.422, 0.349], [-0.540, -2.642, -1.927], [-2.775, -1.151, 1.230], [-2.104, 0.490, 1.862], [1.808, -2.230, -1.399], [1.259, -0.731, -1.984], [1.405, -1.101, 0.889], [2.213, 0.107, -0.119], [0.565, 1.191, -1.766], [0.023, 2.476, -0.499], [-1.264, 1.372, -1.302], [-0.340, 2.138, 1.894], [1.256, 1.978, 1.296], [0.535, 0.784, 2.328]], "forces_ev_per_angstrom": [[1.3, 3.6, 2.4], [1.6, -0.1, -2.7], [0.5, 1.0, -0.6], [2.1, -3.2, -1.4], [0.3, 0.8, -0.2], [0.8, -0.7, 0.8], [-0.4, 0.8, 4.5], [-2.6, -2.3, -1.9], [-0.2, 0.4, 3.0], [-0.8, -2.0, -1.2], [-0.2, -0.3, 0.2], [0.1, 0.9, 1.0], [0.0, 0.8, 1.1], [-0.3, -0.1, -1.0], [-0.4, 0.9, 0.5], [-0.9, 0.2, 0.4], [-1.2, 0.9, 0.3], [-0.5, -0.7, -1.6], [0.9, 0.5, -0.3], [-0.1, -0.9, -1.7], [0.0, -0.4, -0.7], [0.1, -0.1, -1.0]]}